## one
# C21H22N4O4S

A structure of composition C21H22N4O4S (ωB97M-V/def2-TZVPD, the Open Molecules 2025 dataset).

For the HOMO energy, the calculation gives -8.34 eV. The orbital gap comes out at 8.64 eV. Its net charge is 0.

Each line ends with the natural charge from an NBO analysis.
CARTESIAN COORDINATES (ANGSTROEM)
N 1.065 -0.551 1.198  -0.48
N -0.465 1.687 0.640  -0.54
O -0.186 -2.583 1.808  -0.61
C 1.453 -2.933 0.331  -0.48
C -2.241 -2.521 -0.098  0.30
H 5.643 2.457 -0.762  0.21
N -1.634 -1.724 -1.051  -0.58
H -2.442 -4.503 0.748  0.39
C -4.529 2.876 -0.444  -0.25
C 4.064 1.160 -0.334  0.02
C -3.419 3.118 -1.059  -0.34
H 1.130 -4.304 -1.288  0.23
H 0.002 -3.039 -1.299  0.27
H -0.426 2.590 -1.043  0.10
C 0.281 1.394 1.657  0.61
H -5.197 2.441 1.550  0.18
C 2.036 -0.208 0.184  0.17
C -0.551 -4.613 0.076  0.76
O -0.499 -5.612 0.565  -0.49
O -3.241 2.543 1.055  -0.42
C 1.679 -0.435 -1.293  -0.24
H -0.271 -0.347 2.544  0.27
H -0.835 0.607 0.097  0.38
C 3.260 0.631 0.580  -0.23
C 0.659 0.252 2.177  -0.31
H 3.375 0.710 1.551  0.20
H 1.434 0.301 3.031  0.24
C 0.583 -1.943 1.077  0.72
C 0.437 -3.753 -0.589  -0.54
N -1.701 -3.704 0.093  -0.66
C -3.550 -0.458 -0.524  -0.38
C 2.410 0.267 -2.025  -0.20
C -2.465 2.808 -0.100  0.28
C 5.156 1.946 0.211  -0.62
C -4.584 2.773 0.961  0.09
H -4.292 0.365 -0.853  0.28
O 0.702 2.479 2.165  -0.67
H 5.831 1.337 0.593  0.22
H 4.669 2.792 0.872  0.24
H 2.163 0.314 -3.220  0.22
S -3.869 -1.974 0.486  0.31
H -2.885 3.104 -2.189  0.26
C -0.958 2.707 0.204  -0.14
H -5.638 3.155 -1.199  0.18
H 0.804 -0.836 -1.452  0.22
H -1.840 0.194 -1.817  0.23
H 1.823 -3.799 0.841  0.25
H -0.464 3.410 0.565  0.24
H 2.293 -2.581 -0.157  0.23
C -2.445 -0.503 -1.018  -0.12
C 3.495 0.938 -1.509  -0.17
H 4.183 1.570 -2.538  0.15

---

## two
# C21H22N4O4S

An isolated molecule of C21H22N4O4S (ωB97M-V/def2-TZVPD, the Open Molecules 2025 dataset).

Its SMILES is COc1ccc(-c2cc(C(=O)N3CCN(S(=O)(=O)c4ccccc4)CC3)[nH]n2)cc1. For the HOMO energy, the calculation gives -7.68 eV. The orbital gap comes out at 7.99 eV. Its net charge is 0.

Each line ends with the natural charge from an NBO analysis.
CARTESIAN COORDINATES (ANGSTROEM)
C -3.816 -1.544 -5.121  -0.33
O -3.203 -2.200 -7.394  -0.49
H 0.584 1.587 3.580  0.22
H -4.863 -1.765 -5.261  0.22
H -0.106 -0.712 -4.523  0.23
H 0.623 0.857 -0.533  0.44
O -2.022 2.009 1.390  -0.60
H -4.918 -3.314 -7.037  0.17
N -0.246 0.526 -0.935  -0.31
O 1.462 1.137 1.235  -0.98
H -3.377 -0.245 -1.018  0.23
H -0.856 -1.578 -6.730  0.22
C -2.056 -0.758 -3.662  -0.11
S 2.113 0.203 2.118  2.30
C -1.142 -0.950 -4.702  -0.15
H -4.547 -2.858 -8.718  0.20
H -0.230 -1.326 0.850  0.23
H 3.954 -0.704 4.047  0.24
C -3.393 -1.063 -3.894  -0.11
C -1.555 -1.428 -5.923  -0.25
C 4.273 3.135 3.863  -0.21
H 5.579 0.489 5.519  0.22
H -0.064 -2.043 3.805  0.21
C 4.057 0.368 4.020  -0.19
H -1.748 -0.321 4.074  0.19
C -0.690 -1.305 1.839  -0.24
H -1.786 1.375 3.522  0.26
H 5.766 2.942 5.381  0.22
H -1.478 -2.069 1.874  0.20
C -4.542 -2.514 -7.684  -0.25
C -2.338 -0.054 -1.191  -0.31
C -2.900 -1.732 -6.148  0.30
C 5.062 2.421 4.750  -0.18
H -4.123 -0.919 -3.113  0.20
C 0.378 -1.602 2.908  -0.25
C -1.590 0.907 1.118  0.68
C -1.597 -0.249 -2.381  0.12
C 3.275 1.093 3.142  -0.26
H 0.300 0.546 4.994  0.20
H -5.192 -1.637 -7.593  0.17
C -1.430 0.441 -0.283  0.03
C -1.244 0.430 3.459  -0.25
N -0.332 0.113 -2.188  -0.26
O 2.747 -0.932 1.520  -0.93
C 0.216 0.612 3.903  -0.24
H 4.360 4.209 3.802  0.22
N 1.073 -0.395 3.300  -0.67
N -1.261 0.004 2.080  -0.43
C 4.958 1.040 4.829  -0.21
H 2.746 2.990 2.343  0.25
C 3.370 2.468 3.050  -0.21
H 1.128 -2.284 2.507  0.25

---

Most stable = two

---

## one
# C30H80O30S10

A cluster of 10 separate species, C30H80O30S10 in total (ωB97M-V/def2-TZVPD, the Open Molecules 2025 dataset).

Its SMILES is CCOS(C)(=O)=O.CCOS(C)(=O)=O.CCOS(C)(=O)=O.CCOS(C)(=O)=O.CCOS(C)(=O)=O.CCOS(C)(=O)=O.CCOS(C)(=O)=O.CCOS(C)(=O)=O.CCOS(C)(=O)=O.CCOS(C)(=O)=O. For the HOMO energy, the calculation gives -11.05 eV. The orbital gap comes out at 10.73 eV. Its net charge is 0.

Each line ends with the Löwdin charge.
CARTESIAN COORDINATES (ANGSTROEM)
H -2.918 -6.455 -7.014  0.07
C -3.308 0.118 4.217  -0.06
O 3.421 -1.059 5.912  -0.24
O -3.050 0.121 6.588  -0.26
C 1.835 -4.352 -0.618  -0.08
O -0.109 -4.526 1.974  -0.29
H -1.327 -2.946 2.305  0.11
H -4.035 -7.799 -6.788  0.07
H 1.533 0.514 7.443  0.06
O 5.196 2.294 -6.108  -0.26
O 3.094 4.099 5.955  -0.28
H -1.910 -4.457 3.082  0.11
H -5.391 -0.068 -3.880  0.07
H -4.689 -6.253 -7.411  0.07
H -0.038 3.372 1.139  0.08
O -4.221 2.838 -7.300  -0.27
H 2.595 -0.647 8.498  0.08
H -2.774 5.117 -1.007  0.08
H -4.602 -0.302 8.482  0.07
O -4.396 0.637 -8.443  -0.26
H -1.650 -4.003 0.058  0.07
C 1.566 4.873 -2.873  -0.05
H 3.409 0.560 2.980  0.07
C 1.123 -4.612 4.258  -0.12
O 1.543 -6.268 2.315  -0.28
H -3.126 -3.631 0.903  0.08
H 3.699 2.690 -1.439  0.07
S 5.663 1.744 -4.889  0.56
H 5.549 1.038 -2.317  0.11
O -4.516 0.858 -5.985  -0.27
H 0.801 3.343 5.287  0.07
H 2.482 4.575 -2.364  0.06
H 4.208 -3.785 -5.239  0.08
H 0.321 3.714 -1.550  0.07
H -2.077 0.184 -6.834  0.06
O 2.072 5.636 4.338  -0.25
H 2.532 1.723 -2.245  0.08
H -3.113 0.715 3.323  0.07
S -2.573 0.737 7.980  0.58
H 0.978 2.704 -0.188  0.06
H 0.843 -4.406 -0.174  0.05
C -5.234 1.006 -3.775  -0.05
C -2.252 -4.295 0.917  -0.06
S -2.175 0.122 -0.325  0.58
C 1.589 4.486 3.607  -0.27
H -3.481 1.871 5.448  0.12
H -0.610 0.991 1.761  0.11
H -3.189 1.270 -4.437  0.09
S 3.281 5.383 5.365  0.57
H -4.222 2.600 -4.865  0.10
H 4.247 0.694 5.409  0.12
H 0.281 5.421 -1.243  0.13
H 2.428 3.797 3.506  0.09
H 1.179 4.882 2.684  0.11
O -3.651 -7.223 -4.254  -0.26
H 5.896 3.936 -4.113  0.07
O -3.442 0.664 -0.676  -0.27
O 4.355 1.574 -3.969  -0.27
H -3.956 -1.696 -4.748  0.06
H -1.841 -0.094 -2.696  0.06
C 4.656 5.267 4.210  -0.10
O -0.597 -6.414 3.519  -0.27
H -2.759 -0.821 4.179  0.08
H 0.524 0.426 0.509  0.11
H -3.312 -1.259 8.887  0.08
H 1.880 -5.042 -1.453  0.07
H -0.408 -0.385 -1.831  0.06
O -1.220 0.355 8.235  -0.28
S -4.302 -6.279 -5.086  0.55
O 0.652 -2.722 -2.218  -0.29
O 1.921 -1.648 -0.419  -0.27
C 0.304 4.682 -2.052  -0.29
H 3.302 1.010 -0.896  0.08
H 1.551 2.551 1.424  0.08
O 3.107 -2.751 -2.252  -0.26
H 1.602 5.937 -3.114  0.08
C 0.484 3.731 4.322  -0.06
H -2.416 -2.393 -5.462  0.08
S -3.966 1.443 -7.363  0.56
O -2.003 -0.759 0.777  -0.27
O 3.410 6.581 6.102  -0.25
C 6.495 3.042 -3.986  -0.11
C -2.555 4.064 -1.159  -0.09
H 2.134 -4.342 3.968  0.07
O -1.448 2.551 -3.007  -0.27
H 5.527 5.211 4.855  0.07
H -5.125 -3.639 -4.867  0.12
H -1.698 1.564 -8.018  0.08
H -4.206 -3.631 -6.436  0.13
H 0.854 -0.817 8.359  0.06
H -3.378 3.401 -0.913  0.07
H 3.039 -1.151 3.339  0.08
C -2.912 0.938 5.416  -0.27
H 6.562 2.812 -2.929  0.06
H -3.047 -2.689 -3.772  0.08
C 0.634 2.569 0.842  -0.06
H 2.491 0.715 5.249  0.10
H 4.591 6.131 3.560  0.07
C 4.514 0.996 -2.650  -0.25
H 4.513 4.358 3.637  0.05
C -4.210 1.519 -4.746  -0.28
C 3.509 1.661 -1.751  -0.07
C -3.650 -0.229 9.009  -0.11
H 4.200 -0.046 -2.741  0.11
C 3.612 -0.274 3.647  -0.05
O 2.175 -2.902 6.894  -0.26
S -2.007 3.854 -2.861  0.58
O 6.395 0.521 -4.866  -0.27
H -3.689 0.218 9.991  0.08
O 1.034 -1.213 5.487  -0.29
H -0.352 4.403 4.517  0.09
H 3.525 -2.238 -4.799  0.08
C -0.105 1.258 0.833  -0.22
C -1.482 -4.016 2.186  -0.21
H 5.001 -2.823 -3.974  0.08
H -4.371 -0.122 4.163  0.08
C 4.042 -3.112 -4.399  -0.06
H -5.030 1.259 -2.737  0.07
S 1.791 -2.714 -1.355  0.57
C -3.943 -6.714 -6.773  -0.12
C -1.476 -0.583 -1.793  -0.11
H 7.476 3.074 -4.455  0.08
C 3.169 -3.720 -3.320  -0.27
H 4.631 -0.669 3.600  0.08
C -3.281 -2.555 -4.829  -0.05
O -5.701 -6.051 -4.956  -0.27
H -1.868 1.257 5.344  0.12
H 0.204 2.835 3.765  0.07
C 1.746 -0.457 7.851  -0.10
H 2.172 -3.971 -3.686  0.12
H -1.713 3.800 -0.523  0.03
H -1.909 1.888 -6.317  0.06
O -0.812 4.918 -2.915  -0.23
C 3.379 0.112 5.103  -0.28
O -1.223 1.408 -0.108  -0.29
O -3.002 4.379 -3.717  -0.24
H 1.099 -5.127 5.210  0.08
H 2.618 -4.470 0.120  0.08
O -2.922 2.119 7.951  -0.27
O -3.510 -4.916 -4.910  -0.26
S 2.015 -1.558 6.471  0.57
H 0.530 -3.700 4.301  0.06
H 3.618 -4.639 -2.930  0.12
H -6.211 1.426 -4.029  0.09
H -1.682 -1.642 -1.903  0.06
S 0.450 -5.627 2.969  0.55
H -2.653 -5.298 0.799  0.09
H 1.535 4.328 -3.815  0.09
C -4.152 -3.687 -5.349  -0.23
C -2.208 1.221 -7.125  -0.11

---

## two
# C30H80O30S10

A cluster of 10 separate species, C30H80O30S10 in total (ωB97M-V/def2-TZVPD, the Open Molecules 2025 dataset).

Its SMILES is CCOS(C)(=O)=O.CCOS(C)(=O)=O.CCOS(C)(=O)=O.CCOS(C)(=O)=O.CCOS(C)(=O)=O.CCOS(C)(=O)=O.CCOS(C)(=O)=O.CCOS(C)(=O)=O.CCOS(C)(=O)=O.CCOS(C)(=O)=O. For the HOMO energy, the calculation gives -10.01 eV. The orbital gap comes out at 9.74 eV. Its net charge is 0.

Each line ends with the Löwdin charge.
CARTESIAN COORDINATES (ANGSTROEM)
C -3.921 -0.700 -1.820  -0.06
C -4.401 -5.261 -1.822  -0.06
H -4.357 -4.597 -2.686  0.09
H -1.476 4.772 2.380  0.08
C 3.691 3.321 1.239  -0.38
H -0.413 -1.874 -1.640  0.03
H 0.109 -0.377 -5.763  0.10
H -4.010 6.727 -6.153  0.08
H 2.600 1.579 -0.635  0.08
H -5.156 -0.859 1.790  0.10
O -1.524 0.564 4.610  -0.30
O -4.450 4.786 -4.749  -0.29
H -2.575 -6.074 -0.657  0.11
O 3.971 4.540 1.795  -0.23
O -6.409 0.354 -2.435  -0.31
H 3.553 1.226 1.474  0.06
O 1.434 6.495 3.718  -0.28
H 3.958 -0.764 -2.023  0.07
S 2.849 -1.953 2.823  0.70
O 3.465 7.033 1.667  -0.29
H 1.239 -4.573 -4.955  0.07
H -6.970 2.653 -3.499  0.06
H -6.712 4.190 -2.666  0.07
H 5.248 -5.032 -1.908  0.07
H -5.004 -6.153 -1.992  0.08
O -1.648 -2.315 -4.160  -0.28
H 0.111 1.288 -3.384  0.06
H 0.620 -1.783 6.134  0.09
H 6.747 -2.794 1.974  0.10
C 3.467 -3.648 2.354  -0.08
H 1.120 4.395 2.287  0.10
O -3.025 -1.323 4.002  -0.25
H 2.615 3.303 1.069  0.10
C -1.218 -0.544 -7.548  -0.03
H 1.720 -2.550 7.286  0.09
H -7.102 -2.658 1.980  0.07
C -5.670 -1.308 0.940  -0.25
C 0.172 -4.425 -4.788  -0.08
H 8.395 -2.658 1.813  0.12
O 8.019 -5.358 -0.556  -0.32
H 0.098 5.373 6.692  0.07
C -0.020 -2.758 -1.138  -0.07
C -6.565 3.660 -3.607  -0.11
H 3.160 -1.275 -0.605  0.06
O 1.089 0.165 -1.082  -0.30
H 5.220 6.652 -0.820  0.06
S 0.272 6.094 4.444  0.64
H 5.168 1.986 1.838  0.08
O -1.181 0.672 -0.025  -0.30
H 0.749 2.921 3.159  0.12
H 0.723 7.045 6.398  0.07
S -2.213 -0.012 3.487  0.63
C -2.051 -3.598 4.402  -0.05
S 3.644 5.819 0.843  0.67
S -5.809 -0.699 -1.621  0.71
C -4.278 7.062 -5.151  -0.06
S 6.846 -4.451 -0.178  0.72
H 0.520 -3.311 -1.906  0.05
H 4.139 3.218 0.250  0.11
H 4.330 -0.077 -0.519  0.06
H 1.817 5.596 6.163  0.07
H -3.510 7.779 -4.857  0.07
H 2.583 -4.231 2.611  0.07
H -7.695 -1.022 1.553  0.08
O 0.310 2.609 -0.778  -0.30
C 3.476 -0.372 -1.128  -0.06
C -0.038 -1.025 -6.627  -0.30
H -1.274 -3.723 3.647  0.06
H -1.327 -1.119 1.526  0.04
H -2.873 -2.264 5.891  0.12
H 2.905 -3.584 5.361  0.13
H -0.399 -4.788 -5.642  0.07
O -2.140 -4.392 -1.818  -0.29
C -0.889 -0.664 2.415  -0.11
H 0.513 -2.528 -0.215  0.06
H 5.999 6.446 0.742  0.06
O -4.052 3.287 -2.686  -0.30
H -6.952 4.364 -4.343  0.07
H 0.603 -3.520 6.355  0.09
H -1.002 0.491 -7.817  0.08
H -5.211 7.621 -5.223  0.07
C -2.344 -2.158 4.944  -0.26
O -6.291 -2.080 -1.771  -0.32
H 5.037 -3.321 -1.261  0.05
O 7.392 -2.939 0.009  -0.27
H -1.405 -1.694 5.244  0.07
H 3.814 1.934 2.962  0.09
H -3.623 -0.380 -0.822  0.05
H 3.770 -3.734 1.310  0.04
O -0.277 -2.349 -6.237  -0.27
H -1.012 3.469 1.287  0.07
H -2.961 -4.039 3.996  0.07
H -1.554 1.779 -2.870  0.06
C 7.562 -0.802 1.191  -0.04
H -1.549 3.101 2.900  0.07
O -5.812 -0.218 -0.016  -0.28
H -0.058 -4.985 -3.882  0.06
H -4.877 -2.000 0.655  0.09
O 0.902 -2.058 -3.887  -0.33
H -7.493 -2.289 0.326  0.06
C 5.720 -4.095 -1.611  -0.08
H -3.613 -0.052 -2.641  0.06
O -0.947 -4.683 0.486  -0.29
H 8.544 -0.429 0.901  0.07
H -4.896 -4.845 -0.944  0.07
C 4.084 2.070 1.915  -0.05
O -2.442 -2.761 0.097  -0.31
C -0.961 3.813 2.320  -0.06
C -4.197 5.975 -4.071  -0.29
H 6.430 -3.749 -2.363  0.07
C -0.745 1.059 -2.749  -0.07
H -1.058 0.036 -2.957  0.03
C 1.258 -2.651 6.304  -0.08
C -2.908 -5.582 -1.571  -0.26
H -2.790 -6.193 -2.466  0.11
H -2.031 -0.725 -6.845  0.08
H 2.433 1.158 -2.320  0.12
H 3.046 -1.784 5.555  0.12
C 2.379 -2.630 5.387  -0.29
O -3.138 0.782 2.688  -0.28
C 7.483 -2.365 1.293  -0.26
S -4.813 3.385 -3.920  0.66
O 2.683 5.421 -0.140  -0.28
O 0.155 4.413 4.226  -0.25
S -0.189 1.237 -0.963  0.72
H -5.076 6.153 -3.451  0.12
H -1.739 -4.190 5.262  0.06
C 2.435 0.742 -1.313  -0.20
H -0.338 0.219 2.092  0.05
O -4.728 2.271 -4.868  -0.30
H -3.727 -1.765 -1.950  0.04
C 0.802 5.991 6.133  -0.12
O 1.803 -2.440 4.075  -0.29
O -1.019 6.691 4.376  -0.26
H 7.010 -0.381 0.350  0.06
O 1.967 -1.408 1.796  -0.30
H 4.346 -3.967 2.914  0.06
H -1.337 -1.157 -8.441  0.08
S -0.276 -2.621 -4.605  0.71
C 0.379 3.921 2.932  -0.31
H -0.276 -1.333 3.018  0.04
C -7.075 -1.861 1.237  -0.06
O 3.921 -1.141 3.396  -0.31
O 5.942 -4.702 0.929  -0.33
H 7.230 -0.366 2.134  0.08
C 5.339 5.966 0.019  -0.08
H -3.222 5.903 -3.589  0.13
H 0.962 -0.883 -7.036  0.12
H 5.676 4.944 -0.156  0.05
S -1.456 -3.718 -0.432  0.67

---

Most stable = one